[1]
C20H25AsCoN2O2 | ωB97M-V with the def2-TZVPD basis set

CARTESIAN COORDINATES (ANGSTROEM)
Co1 1.37 -0.25 0.98
O1 1.08 -0.93 2.60
C1 0.38 -2.02 2.85
C2 0.06 -2.32 4.18
C3 -0.65 -3.46 4.49
C4 -1.08 -4.34 3.48
C5 -0.78 -4.06 2.17
C6 -0.05 -2.90 1.83
C7 0.22 -2.67 0.45
N1 0.81 -1.61 -0.02
N2 1.01 -1.48 -1.38
C8 1.69 -0.39 -1.59
O2 2.07 0.38 -0.60
C9 2.07 0.00 -2.96
C10 1.65 -0.76 -4.05
C11 1.99 -0.36 -5.33
C12 2.76 0.78 -5.53
C13 3.19 1.53 -4.44
C14 2.84 1.14 -3.15
H1 0.40 -1.64 4.96
H2 -0.88 -3.68 5.52
H3 -1.63 -5.23 3.73
H4 -1.09 -4.73 1.38
H5 -0.06 -3.42 -0.28
H6 1.05 -1.64 -3.89
H7 1.67 -0.95 -6.18
H8 3.03 1.08 -6.53
H9 3.79 2.41 -4.59
H10 3.17 1.71 -2.30
C15 0.74 3.48 1.11
C16 -0.39 2.65 1.70
As1 -0.57 0.94 0.80
C17 -0.94 1.32 -1.07
C18 -2.09 2.30 -1.30
C19 -2.05 -0.01 1.60
C20 -3.28 0.84 1.89
H11 0.80 4.44 1.62
H12 0.59 3.68 0.05
H13 1.71 2.99 1.22
H14 -1.36 3.14 1.59
H15 -0.24 2.44 2.76
H16 -1.13 0.36 -1.54
H17 0.00 1.70 -1.47
H18 -3.05 1.90 -0.99
H19 -2.16 2.52 -2.36
H20 -1.93 3.25 -0.78
H21 -1.66 -0.44 2.53
H22 -2.28 -0.84 0.93
H23 -3.05 1.67 2.56
H24 -4.04 0.23 2.37
H25 -3.72 1.25 0.98

LUMO energy (alpha / beta)   -4.49 / -4.49 eV
Total charge   +1
Strongest force on any atom   0.30 eV/A
Orbital gap (alpha / beta)   6.81 / 6.81 eV

---

[2]
C20H25BCoF4N5O2S | ωB97M-V with the def2-TZVPD basis set

CARTESIAN COORDINATES (ANGSTROEM)
Co1 -1.21 -0.37 -0.04
O1 -1.44 -0.25 1.84
N1 -2.51 -0.87 2.36
C1 -2.67 -0.76 3.70
C2 -3.71 -1.37 4.33
C3 -4.62 -2.10 3.55
C4 -4.45 -2.18 2.20
C5 -3.36 -1.55 1.57
S1 -3.07 -1.58 -0.11
H1 -1.92 -0.15 4.19
H2 -3.82 -1.27 5.39
H3 -5.47 -2.59 4.02
H4 -5.14 -2.73 1.57
O2 -1.13 -0.43 -1.91
C6 -0.39 -1.15 -2.70
C7 -0.40 -0.83 -4.08
C8 0.34 -1.56 -4.98
C9 1.13 -2.64 -4.56
C10 1.15 -2.96 -3.22
C11 0.42 -2.23 -2.28
C12 0.49 -2.54 -0.86
N2 -0.13 -1.92 0.13
C13 0.26 -2.51 1.31
C14 1.12 -3.52 1.03
N3 1.26 -3.52 -0.34
H5 -1.01 0.00 -4.39
H6 0.32 -1.29 -6.02
H7 1.69 -3.22 -5.27
H8 1.77 -3.80 -2.90
H9 -0.10 -2.16 2.26
H10 1.63 -4.22 1.67
H11 1.82 -4.16 -0.87
F1 -2.18 1.27 -0.18
B1 -3.08 2.33 0.42
F2 -3.46 3.14 -0.62
F3 -4.12 1.65 1.02
F4 -2.28 2.98 1.35
C15 2.65 1.80 -2.19
C16 1.80 2.81 -1.43
N4 1.78 2.61 0.02
C17 2.59 3.50 0.84
C18 4.04 3.06 0.97
C19 1.05 1.60 0.56
C20 1.04 1.45 2.05
N5 0.37 0.79 -0.17
H12 2.55 1.97 -3.26
H13 2.36 0.77 -1.98
H14 3.71 1.90 -1.92
H15 0.77 2.80 -1.79
H16 2.18 3.81 -1.60
H17 2.13 3.61 1.82
H18 2.55 4.49 0.37
H19 4.11 2.05 1.38
H20 4.58 3.73 1.65
H21 4.55 3.07 0.01
H22 0.53 2.30 2.51
H23 2.05 1.39 2.44
H24 0.49 0.55 2.31
H25 0.39 1.00 -1.16

LUMO energy   0.29 eV
Total charge   0
Strongest force on any atom   0.58 eV/A
Orbital gap   8.06 eV

---

[3]
C20H25BiN7O5S2 | ωB97M-V with the def2-TZVPD basis set

CARTESIAN COORDINATES (ANGSTROEM)
Bi1 0.47 -1.26 0.14
N1 -3.33 -0.87 1.96
C1 -2.28 -0.87 2.80
N2 -2.64 -0.53 4.04
C2 -1.69 -0.53 4.95
N3 -2.00 -0.12 6.20
N4 -0.44 -0.92 4.68
C3 -0.15 -1.29 3.43
N5 -1.02 -1.21 2.39
C4 1.16 -1.91 3.38
C5 1.94 -2.06 4.55
C6 3.13 -2.71 4.47
C7 3.56 -3.26 3.27
C8 2.79 -3.09 2.12
N6 1.69 -2.35 2.20
H1 -4.24 -0.94 2.42
H2 -3.26 -1.18 0.99
H3 -2.97 0.04 6.45
H4 -1.27 -0.18 6.90
H5 1.52 -1.67 5.47
H6 3.75 -2.74 5.36
H7 4.53 -3.76 3.23
H8 3.05 -3.52 1.15
S1 -1.80 -1.10 -2.89
C9 -1.81 0.29 -4.00
C10 -1.66 -0.02 -5.32
C11 -1.78 0.96 -6.30
C12 -2.11 2.27 -5.94
C13 -2.24 2.60 -4.60
C14 -2.06 1.64 -3.61
H9 -1.42 -1.01 -5.65
H10 -1.63 0.70 -7.30
H11 -2.23 3.03 -6.68
H12 -2.52 3.61 -4.31
H13 -2.03 1.88 -2.53
C15 0.35 4.14 1.67
N7 0.50 2.78 1.17
C16 1.88 2.26 1.28
C17 -0.47 2.11 0.58
C18 -1.84 2.67 0.48
O1 -0.30 0.92 0.15
H14 1.36 4.52 1.88
H15 -0.17 4.10 2.63
H16 -0.20 4.74 0.93
H17 2.60 2.89 0.75
H18 1.87 1.30 0.82
H19 2.21 2.22 2.31
H20 -1.91 3.15 -0.52
H21 -1.99 3.42 1.26
H22 -2.60 1.92 0.57
O2 2.72 -0.37 -4.68
C19 -1.38 -2.35 -3.80
C20 3.12 -1.06 -5.73
S2 3.02 -3.33 -1.56
O3 -1.42 -3.49 -4.08
O4 2.54 -4.65 -1.12
O5 2.00 -2.38 -2.09
H23 2.35 -1.74 -6.20
H24 4.08 -0.76 -6.20
H25 2.63 -0.93 -3.91

LUMO energy (alpha / beta)   -4.48 / -4.52 eV
Total charge   +1
Strongest force on any atom   3.98 eV/A
Orbital gap (alpha / beta)   4.42 / 4.29 eV

---

[4]
C20H25Cl3FIN7O7Ta | ωB97M-V with the def2-TZVPD basis set

CARTESIAN COORDINATES (ANGSTROEM)
Ta1 -0.12 -0.71 0.62
O1 -2.90 -1.18 -3.34
C1 -2.15 -1.53 -2.32
O2 -1.26 -0.83 -1.87
C2 -2.50 -2.93 -1.82
O3 -2.26 -3.10 -0.45
C3 -3.33 -2.69 0.39
C4 -3.26 -1.22 0.75
O4 -4.20 -0.53 0.98
O5 -2.00 -0.74 0.80
H1 -2.64 -0.30 -3.67
H2 -3.52 -3.17 -2.11
H3 -1.83 -3.61 -2.35
H4 -4.31 -2.90 -0.06
H5 -3.25 -3.26 1.31
C5 1.37 0.95 -3.67
N1 2.42 0.32 -2.85
C6 3.74 0.23 -3.46
C7 2.16 -0.14 -1.63
N2 1.06 0.14 -0.96
N3 3.12 -0.93 -1.06
C8 3.12 -1.35 0.26
N4 4.24 -1.96 0.67
N5 2.08 -1.13 1.01
H6 1.52 0.65 -4.70
H7 1.44 2.04 -3.60
H8 0.39 0.61 -3.36
H9 3.81 0.99 -4.23
H10 3.90 -0.75 -3.93
H11 4.52 0.43 -2.73
H12 0.49 0.81 -1.46
H13 3.89 -1.23 -1.64
H14 5.04 -2.07 0.07
H15 4.28 -2.38 1.58
H16 2.22 -1.50 1.94
F1 -0.80 5.76 3.54
C9 -0.57 4.47 3.28
C10 -1.64 3.59 3.23
C11 -1.40 2.26 2.96
C12 -0.11 1.80 2.73
C13 0.18 0.35 2.46
C14 0.95 2.70 2.81
C15 0.73 4.04 3.09
H17 -2.64 3.96 3.42
H18 -2.24 1.57 2.92
H19 -0.43 -0.28 3.11
H20 1.23 0.20 2.73
H21 1.97 2.35 2.69
H22 1.54 4.75 3.17
I1 -3.98 4.40 -0.42
C16 -2.29 3.24 -0.27
C17 -0.98 3.67 -0.19
N6 -0.22 2.57 -0.08
N7 -0.96 1.44 -0.03
C18 -2.22 1.85 -0.14
H23 -0.55 4.66 -0.20
H24 0.76 2.55 0.17
H25 -3.04 1.16 -0.12
Cl1 0.76 -3.20 -0.92
C19 0.54 -4.32 0.50
Cl2 -0.11 -5.82 -0.07
Cl3 2.09 -4.55 1.30
C20 -0.42 -3.62 1.51
O6 -1.29 -4.21 2.06
O7 -0.12 -2.35 1.68

LUMO energy   -6.48 eV
Total charge   +2
Strongest force on any atom   1.43 eV/A
Orbital gap   6.95 eV

---

[5]
C20H25ClN5 | ωB97M-V with the def2-TZVPD basis set

CARTESIAN COORDINATES (ANGSTROEM)
Cl1 0.72 -1.05 1.01
N1 -2.28 -0.84 -1.16
C1 -2.89 0.14 -0.45
C2 -3.89 0.67 -1.22
C3 -3.86 -0.01 -2.46
C4 -2.84 -0.93 -2.41
H1 -1.49 -1.36 -0.81
H2 -2.59 0.39 0.56
H3 -4.51 1.53 -0.99
H4 -4.41 0.30 -3.34
H5 -2.42 -1.56 -3.16
N2 2.72 3.02 0.56
C5 2.79 4.35 0.85
C6 2.83 4.50 2.22
C7 2.75 3.21 2.78
C8 2.67 2.31 1.73
H6 2.84 2.66 -0.38
H7 2.80 5.13 0.11
H8 2.86 5.46 2.70
H9 2.81 2.97 3.83
H10 2.49 1.25 1.71
N3 -0.51 -3.27 -3.81
C9 0.27 -2.53 -2.99
C10 0.70 -3.33 -1.94
C11 -0.02 -4.55 -2.07
C12 -0.69 -4.51 -3.27
H11 -0.84 -3.01 -4.72
H12 0.61 -1.52 -3.17
H13 1.34 -2.89 -1.19
H14 0.09 -5.36 -1.38
H15 -1.12 -5.35 -3.79
N4 -0.75 -0.41 4.34
C13 -0.58 -0.64 5.69
C14 -1.01 -1.92 5.92
C15 -1.52 -2.46 4.71
C16 -1.35 -1.47 3.76
H16 -0.52 0.43 3.83
H17 -0.30 0.16 6.35
H18 -1.16 -2.30 6.92
H19 -2.05 -3.39 4.66
H20 -1.61 -1.44 2.71
N5 1.20 0.97 -1.41
C17 0.25 1.77 -1.98
C18 0.85 2.60 -2.90
C19 2.24 2.32 -2.83
C20 2.42 1.30 -1.93
H21 1.01 0.22 -0.75
H22 -0.77 1.60 -1.70
H23 0.39 3.32 -3.56
H24 2.99 2.74 -3.49
H25 3.33 0.79 -1.67

LUMO energy   2.88 eV
Total charge   -1
Strongest force on any atom   1.89 eV/A
Orbital gap   8.19 eV

---

[6]
C20H25CsN8O7S | ωB97M-V with the def2-TZVPD basis set

CARTESIAN COORDINATES (ANGSTROEM)
Cs1 10.31 7.90 16.65
C1 14.37 6.65 23.11
C2 13.48 5.95 22.10
N1 13.59 6.52 20.77
C3 12.74 7.40 20.11
S1 13.23 8.03 18.59
N2 11.55 7.45 20.70
N3 10.63 8.27 20.10
C4 9.42 8.14 20.47
C5 8.89 7.13 21.48
C6 8.49 9.21 19.93
C7 7.56 9.83 20.77
C8 6.86 10.91 20.32
C9 6.91 11.28 19.00
C10 7.78 10.56 18.21
N4 8.60 9.58 18.63
H1 14.23 6.36 24.14
H2 14.32 7.74 23.04
H3 15.43 6.42 22.97
H4 12.41 5.96 22.32
H5 13.84 4.89 22.03
H6 14.47 6.46 20.28
H7 7.87 6.79 21.19
H8 8.89 7.54 22.49
H9 9.52 6.26 21.45
H10 7.40 9.43 21.79
H11 6.21 11.41 21.03
H12 6.33 12.12 18.72
H13 7.82 10.67 17.14
N5 6.95 5.34 17.20
C11 5.84 6.24 17.20
C12 6.30 7.63 16.79
C13 6.85 7.60 15.39
N6 7.36 8.87 14.96
H14 7.34 5.19 16.28
H15 6.71 4.41 17.59
H16 5.44 6.19 18.23
H17 5.07 5.89 16.50
H18 7.11 7.94 17.44
H19 5.53 8.38 16.95
H20 6.01 7.25 14.76
H21 7.69 6.91 15.28
H22 6.75 9.37 14.27
H23 8.21 8.76 14.36
O1 10.25 5.63 14.77
C14 9.42 5.64 13.84
O2 8.30 5.16 13.84
C15 9.82 6.50 12.54
C16 10.02 5.84 11.35
C17 10.32 6.52 10.16
C18 10.53 7.89 10.18
C19 10.31 8.58 11.35
C20 9.95 7.93 12.61
O3 9.78 8.61 13.64
N7 10.37 10.00 11.18
O4 9.68 10.74 11.86
O5 11.07 10.45 10.26
N8 10.33 5.85 8.89
O6 10.38 4.64 8.93
O7 10.32 6.46 7.83
H24 9.81 4.75 11.30
H25 10.74 8.41 9.26

LUMO energy   3.73 eV
Total charge   -2
Strongest force on any atom   2.46 eV/A
Orbital gap   6.34 eV

---

[7]
C20H25CuN3O3S3 | ωB97M-V with the def2-TZVPD basis set

CARTESIAN COORDINATES (ANGSTROEM)
Cu1 -0.27 2.05 0.24
C1 -0.96 7.31 0.03
S1 -1.32 6.27 -1.42
C2 -0.71 4.77 -0.75
S2 -1.30 4.16 0.74
N1 0.20 4.13 -1.49
N2 0.78 3.06 -0.94
C3 1.92 2.75 -1.53
C4 3.14 2.32 -0.95
C5 4.37 2.83 -1.49
C6 5.53 2.28 -1.03
C7 5.49 1.38 0.02
C8 4.25 1.10 0.59
N3 3.12 1.51 0.11
H1 -1.80 8.05 0.17
H2 -0.06 7.88 -0.24
H3 -0.75 6.75 0.99
H4 1.91 3.01 -2.61
H5 4.30 3.58 -2.20
H6 6.44 2.46 -1.52
H7 6.40 0.86 0.32
H8 4.09 0.49 1.46
C9 4.91 -4.51 -0.69
S3 3.81 -3.91 0.60
C10 2.63 -2.93 -0.37
O1 3.07 -5.14 1.04
H9 4.30 -5.14 -1.32
H10 5.72 -5.10 -0.22
H11 5.35 -3.69 -1.34
H12 3.21 -2.18 -0.97
H13 2.03 -2.23 0.28
H14 2.06 -3.51 -1.04
C11 -6.13 -3.68 0.85
C12 -4.91 -2.85 0.92
C13 -5.05 -1.44 0.97
C14 -3.96 -0.52 0.90
C15 -4.12 0.95 0.78
C16 -2.71 -1.13 0.78
C17 -2.54 -2.54 0.74
C18 -1.21 -3.14 0.49
C19 -3.62 -3.38 0.87
C20 -1.51 -0.28 0.32
O2 -1.20 -0.37 -0.88
O3 -0.99 0.60 1.16
H15 -7.02 -3.04 0.93
H16 -6.16 -4.46 1.64
H17 -6.15 -4.25 -0.10
H18 -6.01 -0.92 0.88
H19 -4.95 1.34 1.43
H20 -4.46 1.22 -0.23
H21 -3.22 1.45 0.95
H22 -0.45 -2.65 1.19
H23 -0.90 -2.84 -0.50
H24 -1.08 -4.23 0.51
H25 -3.49 -4.48 0.95

LUMO energy (alpha / beta)   -1.67 / -2.08 eV
Expectation value of S²   0.763
Total charge   0
Multiplicity   2
Strongest force on any atom   3.29 eV/A
Orbital gap (alpha / beta)   6.48 / 6.08 eV

---

[8]
C20H25F15O10 | ωB97M-V with the def2-TZVPD basis set

CARTESIAN COORDINATES (ANGSTROEM)
C1 -2.95 -12.21 -3.59
C2 -2.59 -10.83 -4.19
O1 -1.68 -9.97 -3.49
C3 -2.15 -9.16 -2.56
O2 -3.36 -9.09 -2.23
C4 -1.12 -8.27 -1.83
F1 -1.06 -8.70 -0.62
F2 0.03 -8.33 -2.40
F3 -1.48 -7.02 -1.75
H1 -3.41 -12.26 -2.60
H2 -2.13 -12.92 -3.63
H3 -3.67 -12.76 -4.21
H4 -3.47 -10.25 -4.45
H5 -2.10 -11.10 -5.12
C5 2.45 1.42 -2.56
C6 1.90 2.61 -3.34
O3 2.19 3.84 -2.68
C7 1.99 5.10 -3.29
O4 1.55 5.17 -4.48
C8 2.34 6.31 -2.44
F4 1.31 7.11 -2.21
F5 2.80 5.97 -1.24
F6 3.26 7.07 -3.01
H6 2.14 0.46 -2.97
H7 2.15 1.36 -1.51
H8 3.54 1.45 -2.56
H9 0.81 2.60 -3.36
H10 2.34 2.65 -4.34
C9 -3.78 7.36 -5.03
C10 -4.65 6.69 -3.93
O5 -4.23 7.05 -2.67
C11 -4.80 6.47 -1.58
O6 -5.57 5.50 -1.66
C12 -4.21 7.07 -0.30
F7 -3.34 8.16 -0.56
F8 -5.16 7.43 0.42
F9 -3.44 6.17 0.24
H11 -2.74 7.02 -5.05
H12 -3.78 8.43 -4.85
H13 -4.17 7.06 -6.00
H14 -4.50 5.62 -4.10
H15 -5.70 6.89 -4.15
C13 3.73 1.15 6.79
C14 4.81 0.13 6.62
O7 6.05 0.75 6.92
C15 7.27 0.11 6.88
O8 7.52 -0.98 6.51
C16 8.34 1.06 7.43
F10 9.27 0.33 7.99
F11 8.84 1.79 6.41
F12 7.79 1.81 8.33
H16 3.80 1.78 7.68
H17 2.78 0.62 6.88
H18 3.59 1.88 5.99
H19 4.83 -0.34 5.64
H20 4.69 -0.64 7.39
C17 -2.36 0.42 0.37
C18 -2.20 -1.04 0.47
O9 -2.05 -1.62 1.76
C19 -0.91 -1.68 2.52
O10 0.12 -1.05 2.27
C20 -0.96 -2.63 3.73
F13 0.23 -3.26 3.85
F14 -1.16 -1.95 4.85
F15 -2.01 -3.45 3.61
H21 -2.56 0.81 -0.63
H22 -1.45 0.94 0.67
H23 -3.16 0.76 1.04
H24 -1.35 -1.37 -0.12
H25 -3.09 -1.51 0.04

LUMO energy   0.18 eV
Total charge   0
Structure (SMILES)   CCOC(=O)C(F)(F)F.CCOC(=O)C(F)(F)F.CCOC(=O)C(F)(F)F.CCOC(=O)C(F)(F)F.CCOC(=O)C(F)(F)F
Strongest force on any atom   6.83 eV/A
Orbital gap   11.32 eV